No. 1
C46H68BN7O3SeSr as an isolated structure, computed with ωB97M-V/def2-TZVPD.

Each line ends with the Löwdin charge.
CARTESIAN COORDINATES (ANGSTROEM)
Sr  -0.0094  -0.5762  0.0885  1.307
C  -2.5547  7.2102  4.1090  -0.060
C  -1.3836  6.2433  4.3431  -0.568
C  -1.2257  6.0143  5.8542  -0.062
C  -0.1103  6.9176  3.8315  -0.079
C  -1.6484  4.9153  3.6396  -0.211
C  -0.8384  4.3970  2.6378  -0.103
C  -1.1188  3.1790  2.0384  -0.417
Se  -0.0357  2.6266  0.5571  1.089
C  -1.2786  2.9290  -0.8832  -0.408
C  -1.5885  4.2386  -1.2157  -0.075
C  -2.4148  4.5374  -2.2883  -0.197
C  -2.8831  3.4498  -3.0356  -0.004
C  -2.5958  2.1297  -2.7447  -0.094
C  -1.7876  1.8113  -1.5976  -0.428
O  -1.5189  0.6020  -1.2597  -0.330
C  -3.1286  0.9856  -3.6107  -0.528
C  -4.0704  0.1156  -2.7634  -0.047
C  -1.9600  0.1426  -4.1498  -0.041
C  -3.9245  1.4818  -4.8210  -0.087
C  -2.8168  5.9584  -2.6729  -0.565
C  -4.3446  6.1026  -2.6016  -0.059
C  -2.3531  6.2693  -4.1039  -0.061
C  -2.2016  7.0008  -1.7382  -0.077
C  -2.2274  2.3509  2.4099  -0.445
O  -2.4149  1.2083  1.9039  -0.090
C  -3.1101  2.9469  3.3986  -0.097
C  -2.7867  4.1645  3.9656  -0.014
C  -4.4189  2.2346  3.7491  -0.538
C  -4.1352  0.8838  4.4205  -0.052
C  -5.2281  2.0017  2.4629  -0.046
C  -5.2918  3.0481  4.7078  -0.089
H  -2.3829  8.1638  4.6197  0.072
H  -3.4919  6.7915  4.4783  0.071
H  -2.6739  7.4026  3.0412  0.083
H  -1.0457  6.9596  6.3776  0.072
H  -0.3864  5.3436  6.0479  0.084
H  -2.1219  5.5562  6.2749  0.071
H  0.0470  7.8624  4.3599  0.074
H  -0.1799  7.1324  2.7639  0.081
H  0.7651  6.2866  3.9945  0.083
H  0.0279  4.9410  2.2824  0.080
H  -1.1648  5.0235  -0.6015  0.090
H  -3.5053  3.6609  -3.8977  0.085
H  -3.5757  -0.1819  -1.8424  0.061
H  -4.3729  -0.7794  -3.3178  0.078
H  -4.9693  0.6825  -2.5052  0.083
H  -1.3400  -0.2357  -3.3399  0.063
H  -1.3328  0.7530  -4.8065  0.085
H  -2.3387  -0.7060  -4.7282  0.075
H  -4.8052  2.0554  -4.5218  0.075
H  -4.2671  0.6166  -5.3954  0.076
H  -3.3125  2.1024  -5.4804  0.079
H  -4.8363  5.3961  -3.2714  0.072
H  -4.6539  7.1148  -2.8830  0.072
H  -4.6935  5.8997  -1.5877  0.088
H  -2.7879  5.5696  -4.8190  0.071
H  -1.2670  6.1857  -4.1746  0.085
H  -2.6463  7.2834  -4.3958  0.072
H  -2.5189  6.8421  -0.7063  0.082
H  -2.5175  8.0024  -2.0440  0.075
H  -1.1112  6.9644  -1.7675  0.083
H  -3.4608  4.5790  4.7073  0.083
H  -3.5311  0.2668  3.7611  0.054
H  -5.0711  0.3587  4.6390  0.077
H  -3.6082  1.0349  5.3689  0.080
H  -4.6359  1.4298  1.7511  0.076
H  -5.4958  2.9592  2.0089  0.085
H  -6.1513  1.4565  2.6872  0.074
H  -4.7905  3.2226  5.6634  0.075
H  -6.2135  2.4951  4.9085  0.074
H  -5.5661  4.0146  4.2786  0.080
C  1.4390  2.5240  -2.8069  -0.027
C  2.1939  1.2448  -2.9764  -0.342
C  3.4466  1.0573  -3.5927  -0.009
C  3.6881  -0.2985  -3.5030  -0.298
C  4.8721  -1.0823  -3.9658  -0.041
N  2.6336  -0.8529  -2.8707  0.008
N  1.7229  0.0878  -2.5372  0.123
B  2.4189  -2.3420  -2.5592  -0.540
N  2.8862  -2.6556  -1.1208  0.013
N  2.6465  -1.8302  -0.0723  0.086
C  3.2005  -2.3970  0.9883  -0.353
C  3.1196  -1.7840  2.3483  -0.041
C  3.8123  -3.6129  0.6317  -0.006
C  3.5790  -3.7394  -0.7223  -0.296
C  3.9724  -4.8504  -1.6410  -0.040
N  0.9457  -2.7432  -2.7603  0.016
N  0.0352  -2.6661  -1.7649  0.067
C  -1.1138  -3.1026  -2.2603  -0.353
C  -2.3541  -3.1114  -1.4291  -0.022
C  -0.9486  -3.4742  -3.6077  -0.010
C  0.3788  -3.2218  -3.8853  -0.293
C  1.1334  -3.3886  -5.1625  -0.035
H  1.8113  3.2750  -3.5057  0.073
H  0.3733  2.3783  -2.9815  0.067
H  1.5473  2.9219  -1.7957  0.042
H  4.0810  1.8055  -4.0413  0.091
H  5.5985  -0.4068  -4.4182  0.068
H  5.3524  -1.6003  -3.1332  0.078
H  4.5921  -1.8380  -4.7021  0.068
H  3.0882  -2.9927  -3.3237  0.104
H  3.0673  -0.6994  2.2855  0.069
H  2.2164  -2.1128  2.8636  0.063
H  3.9891  -2.0732  2.9414  0.068
H  4.3356  -4.3036  1.2733  0.092
H  4.4530  -5.6419  -1.0655  0.069
H  3.1006  -5.2683  -2.1464  0.079
H  4.6666  -4.5108  -2.4121  0.068
H  -2.9595  -2.2285  -1.6386  0.057
H  -2.9578  -3.9958  -1.6421  0.072
H  -2.0912  -3.0924  -0.3707  0.047
H  -1.6965  -3.8454  -4.2902  0.096
H  0.4554  -3.7206  -5.9486  0.070
H  1.5864  -2.4444  -5.4704  0.080
H  1.9367  -4.1209  -5.0615  0.069
N  -0.5101  0.5959  4.3810  0.169
C  -0.2766  -0.2077  3.2940  -0.554
O  0.6338  0.0754  2.5196  -0.123
C  -1.1683  -1.4191  3.1496  -0.294
C  -0.8049  -2.3338  1.9864  -0.298
H  -0.1997  1.5485  4.2364  0.099
H  -1.4449  0.5357  4.7559  0.068
H  -2.1522  -0.9760  2.9556  0.078
H  -1.2400  -1.8659  4.1611  0.098
H  -1.6410  -3.0326  1.8383  -0.026
H  0.0613  -2.9634  2.2501  -0.018

Values from the calculation:
Energy relative to the best compared isomer or geometry (same formula, charge and spin) (eV): 0.105
Net charge: -2
Multiplicity: 1
Max |F| (eV/A): 0.6
Gap between HOMO and LUMO (Eh): 0.1958

***

No. 2
C26H34BGaN11O2S as an isolated structure at a distorted geometry, computed with ωB97M-V/def2-TZVPD.

Each line ends with the Löwdin charge.
CARTESIAN COORDINATES (ANGSTROEM)
Ga  -16.6151  0.7910  -14.1854  0.525
C  -15.5544  -2.5745  -13.4021  0.007
C  -16.9372  -2.1759  -13.5993  -0.313
C  -18.0980  -2.8610  -13.3050  0.016
C  -19.1528  -2.1014  -13.7689  0.012
N  -18.6293  -0.9528  -14.2419  0.068
N  -17.2894  -0.9813  -14.0360  0.051
B  -19.3404  0.1465  -14.9872  -0.656
N  -18.4716  0.5120  -16.2673  0.058
C  -18.8118  0.5579  -17.5933  0.006
C  -17.6844  0.8965  -18.3394  0.033
C  -16.6550  1.0027  -17.3941  -0.273
C  -15.2150  1.4329  -17.6495  -0.007
N  -17.1276  0.7190  -16.1726  0.049
N  -19.3342  1.4559  -14.1058  0.060
C  -20.2732  2.2091  -13.5294  -0.015
C  -19.6426  3.2066  -12.8144  0.021
C  -18.2890  3.0408  -13.0115  -0.288
C  -17.0637  3.7517  -12.4945  -0.023
N  -18.1379  1.9442  -13.7793  0.025
N  -20.6840  -0.3316  -15.3810  0.002
C  -21.0999  -1.2248  -16.3152  -0.089
C  -22.4610  -1.3504  -16.2252  -0.006
C  -22.8588  -0.5666  -15.1237  -0.354
C  -24.2008  -0.5060  -14.5655  -0.025
N  -21.7930  0.0411  -14.6544  0.115
H  -15.1538  -2.3201  -12.4182  0.095
H  -14.9136  -2.2025  -14.1635  0.080
H  -15.4929  -3.6639  -13.3923  0.106
H  -18.1933  -3.8636  -12.9227  0.131
H  -20.2479  -2.2491  -13.8193  0.152
H  -19.7719  0.3481  -17.9670  0.115
H  -17.7256  1.0624  -19.3654  0.103
H  -14.9586  1.0969  -18.6798  0.099
H  -14.5233  1.0329  -16.8800  0.063
H  -15.0693  2.5384  -17.7192  0.101
H  -21.2806  2.0134  -13.8619  0.118
H  -20.2191  4.0398  -12.3417  0.144
H  -17.4570  4.7264  -12.2097  0.097
H  -16.2953  3.8859  -13.2421  0.068
H  -16.5837  3.3231  -11.6127  0.045
H  -20.4490  -1.7801  -17.0044  0.140
H  -23.0897  -1.9465  -16.8735  0.118
H  -24.9266  -0.2959  -15.3728  0.102
H  -24.3231  0.3134  -13.8363  0.093
H  -24.4779  -1.4223  -14.1177  0.072
C  -21.2348  -0.8143  -11.0096  -0.020
C  -19.8431  -1.2019  -10.7258  -0.355
C  -19.5012  -2.4142  -10.0648  0.034
C  -18.1124  -2.6372  -9.7884  -0.065
N  -17.1326  -1.7821  -10.1762  0.093
C  -17.6288  -0.7023  -10.7294  -0.791
S  -16.6623  0.6573  -11.1752  0.969
N  -18.8990  -0.3432  -10.9872  0.099
H  -21.9762  -1.2781  -10.3226  0.099
H  -21.5286  -1.3918  -11.9714  0.104
H  -21.5031  0.2399  -11.1171  0.087
H  -20.2029  -3.1804  -9.7369  0.120
H  -17.8162  -3.5668  -9.3863  0.103
O  -13.9180  0.6578  -12.4850  0.072
C  -14.1120  1.5754  -13.2291  -0.641
O  -15.0751  1.7821  -14.0332  0.013
C  -13.0413  2.6179  -13.3695  -0.164
N  -12.0829  2.4542  -12.2204  0.083
C  -10.8816  1.6218  -12.7133  -0.081
C  -11.2467  1.1841  -14.1312  -0.111
C  -12.2566  2.2646  -14.6717  -0.050
H  -13.5058  3.6275  -13.3656  0.180
H  -12.6293  1.8608  -11.4635  0.215
H  -11.8377  3.3472  -11.7768  0.187
H  -10.8383  0.8028  -11.9113  0.159
H  -9.9195  2.2741  -12.6845  0.166
H  -11.7730  0.2725  -13.9859  0.103
H  -10.3081  1.1292  -14.6388  0.119
H  -13.0434  1.9931  -15.3807  0.103
H  -11.7752  3.1591  -15.0747  0.131

Values from the calculation:
Energy relative to the best compared isomer or geometry (same formula, charge and spin) (eV): 0.340
Net charge: +2
Multiplicity: 2
Max |F| (eV/A): 3.3
Gap between HOMO and LUMO (spin up / spin down) (Eh): 0.3241 / 0.2338
<S²>: 0.75

***

No. 3
C44H42AsNO4PdSi as an isolated structure at a distorted geometry, computed with ωB97M-V/def2-TZVPD.

Each line ends with the Löwdin charge.
CARTESIAN COORDINATES (ANGSTROEM)
Pd  0.9297  -1.4010  -0.3410  0.514
O  1.3937  -5.4805  -2.2411  0.237
C  0.8806  -4.6077  -1.6861  -0.399
O  0.4035  -3.7075  -1.1265  0.136
C  3.9725  -2.9217  -1.3923  -0.394
O  4.5463  -3.7771  -1.9145  0.232
O  3.3572  -2.0860  -0.8689  0.140
C  -6.3500  0.8553  1.0479  -0.048
C  -4.9043  0.8196  0.6342  -0.270
C  -3.9460  1.5803  1.2900  -0.016
C  -2.6174  1.5667  0.8883  -0.313
C  -1.6106  2.3720  1.6722  -0.062
C  -2.2281  0.7897  -0.2141  -0.315
As  -0.3060  0.8642  -0.6018  1.312
N  0.1542  -0.2413  -1.9235  -0.356
C  0.1334  -0.1459  -3.2861  -0.399
C  0.9499  -1.0138  -4.0382  -0.059
C  0.9476  -1.0000  -5.4202  -0.110
C  0.1354  -0.1143  -6.1215  -0.122
C  -0.6699  0.7546  -5.3981  -0.099
C  -0.6770  0.7436  -4.0122  -0.058
C  0.1399  2.6386  -1.3638  -0.242
C  1.5148  2.8872  -1.4751  -0.268
C  2.6065  1.9579  -0.9991  -0.072
C  1.9535  4.0636  -2.0808  -0.017
C  1.0732  5.0071  -2.5724  -0.263
C  1.5534  6.2666  -3.2376  -0.048
C  -0.2849  4.7441  -2.4492  -0.018
C  -0.7764  3.5863  -1.8597  -0.266
C  -2.2779  3.4383  -1.8412  -0.044
C  -3.1578  -0.0616  -0.8278  -0.268
C  -2.8256  -1.0572  -1.9096  -0.043
C  -4.4832  -0.0043  -0.3998  -0.020
H  -6.5047  1.5372  1.8832  0.073
H  -6.6968  -0.1347  1.3495  0.080
H  -6.9829  1.1831  0.2215  0.082
H  -4.2376  2.1982  2.1328  0.115
H  -2.1073  2.9688  2.4364  0.084
H  -1.0367  3.0560  1.0416  0.066
H  -0.8924  1.7150  2.1724  0.058
H  1.5979  -1.6957  -3.4956  0.083
H  1.5915  -1.6850  -5.9597  0.096
H  0.1270  -0.1074  -7.2030  0.090
H  -1.3112  1.4548  -5.9211  0.099
H  -1.3241  1.4251  -3.4751  0.078
H  2.2454  1.0839  -0.4671  -0.007
H  3.2800  2.4953  -0.3287  0.080
H  3.1898  1.6073  -1.8528  0.093
H  3.0222  4.2335  -2.1650  0.120
H  2.6401  6.3365  -3.2119  0.073
H  1.1434  7.1503  -2.7459  0.081
H  1.2377  6.2976  -4.2819  0.083
H  -0.9974  5.4618  -2.8429  0.118
H  -2.7179  4.1610  -2.5276  0.080
H  -2.6932  3.6286  -0.8508  0.082
H  -2.6108  2.4460  -2.1369  0.061
H  -1.8562  -1.5228  -1.7518  0.049
H  -2.7905  -0.5868  -2.8946  0.079
H  -3.5917  -1.8323  -1.9313  0.079
H  -5.2078  -0.6467  -0.8908  0.121
C  2.4565  2.1811  3.6984  -0.088
C  3.2505  1.5677  2.7375  -0.090
C  2.8834  0.3331  2.2241  -0.132
C  1.7253  -0.3186  2.6592  -0.298
C  0.9509  0.3050  3.6395  -0.108
C  1.3092  1.5456  4.1521  -0.093
Si  1.2136  -1.9500  1.8694  0.644
C  -0.4483  -2.4847  2.5662  -0.283
C  -1.6234  -1.9084  2.0748  -0.102
C  -2.8660  -2.2534  2.5871  -0.072
C  -2.9544  -3.1931  3.6054  -0.089
C  -1.8001  -3.7821  4.1049  -0.088
C  -0.5598  -3.4321  3.5873  -0.092
C  2.5178  -3.2437  2.2795  -0.282
C  2.5515  -4.4693  1.6071  -0.112
C  3.5016  -5.4354  1.9032  -0.084
C  4.4452  -5.1919  2.8931  -0.089
C  4.4281  -3.9859  3.5784  -0.081
C  3.4756  -3.0218  3.2716  -0.088
H  2.7342  3.1497  4.0948  0.100
H  4.1543  2.0534  2.3901  0.102
H  3.5074  -0.1307  1.4652  0.098
H  0.0521  -0.1821  4.0025  0.101
H  0.6921  2.0173  4.9071  0.103
H  -1.5729  -1.1684  1.2839  0.056
H  -3.7583  -1.7857  2.1878  0.098
H  -3.9211  -3.4700  4.0072  0.100
H  -1.8667  -4.5143  4.9001  0.100
H  0.3331  -3.9039  3.9837  0.100
H  1.8072  -4.6801  0.8464  0.082
H  3.5052  -6.3771  1.3685  0.103
H  5.1899  -5.9413  3.1290  0.101
H  5.1597  -3.7934  4.3532  0.102
H  3.4808  -2.0800  3.8085  0.099

Values from the calculation:
Energy relative to the best compared isomer or geometry (same formula, charge and spin) (eV): 0.000
Multiplicity: 1
Max |F| (eV/A): 1.1
Gap between HOMO and LUMO (spin up / spin down) (Eh): 0.2123 / 0.2123